Entry 1:
{"formula": "C21H17N3O2S2", "method": "ωB97M-V/def2-TZVPD", "e_lumo_ev": 0.0900, "smiles": "O=C(CSc1nnc(COc2ccccc2)n1-c1ccccc1)c1cccs1", "relative_energy_kcal_mol": 49.64, "elements": ["O", "C", "C", "C", "C", "C", "S", "H", "H", "H", "C", "H", "H", "S", "C", "N", "N", "C", "N", "C", "C", "C", "C", "C", "C", "H", "H", "H", "H", "H", "C", "O", "C", "C", "C", "C", "C", "C", "H", "H", "H", "H", "H", "H", "H"], "xyz": [[2.0136, -2.6865, 4.6873], [1.1885, -2.5890, 3.8036], [-0.1211, -2.0060, 4.0198], [-1.2271, -1.9404, 3.2050], [-2.3148, -1.3068, 3.8234], [-2.0310, -0.9021, 5.0958], [-0.4370, -1.2873, 5.5730], [-2.6808, -0.3964, 5.7831], [-3.2685, -1.1599, 3.3491], [-1.2606, -2.3388, 2.2054], [1.4985, -3.0620, 2.3932], [2.4051, -3.6667, 2.4098], [0.6708, -3.5929, 1.9291], [1.8484, -1.6130, 1.3314], [0.5753, -1.7869, 0.1650], [-0.4222, -2.6294, 0.2114], [-1.1717, -2.4316, -0.8847], [-0.6225, -1.4910, -1.5964], [0.5131, -1.0326, -0.9758], [1.3932, -0.0011, -1.3659], [2.0334, -0.0672, -2.5953], [2.8736, 0.9622, -2.9766], [3.0775, 2.0438, -2.1360], [2.4424, 2.0982, -0.9070], [1.5962, 1.0775, -0.5160], [1.0842, 1.1178, 0.4333], [2.5980, 2.9403, -0.2507], [3.7329, 2.8458, -2.4401], [3.3705, 0.9173, -3.9338], [1.8705, -0.9150, -3.2432], [-1.1800, -0.9789, -2.8828], [-0.8475, 0.3569, -3.1708], [-1.1779, 1.3323, -2.2683], [-1.9509, 1.1373, -1.1312], [-2.1894, 2.2019, -0.2765], [-1.6720, 3.4550, -0.5447], [-0.9129, 3.6500, -1.6882], [-0.6652, 2.5988, -2.5453], [-0.0699, 2.7259, -3.4354], [-0.5080, 4.6257, -1.9107], [-1.8602, 4.2759, 0.1301], [-2.7869, 2.0402, 0.6087], [-2.3702, 0.1704, -0.8986], [-2.2669, -1.1368, -2.8632], [-0.7705, -1.5548, -3.7206]], "mulliken_charge": [-0.6271, 0.5614, 0.1775, -0.1687, -0.8437, -0.3194, -0.1210, 0.4438, 0.4229, 0.5896, -0.9568, 0.4088, 0.4955, -0.0609, 0.4330, -0.3264, -1.0885, 0.5957, 0.7463, -0.4526, 0.0707, -0.8350, -0.4749, -1.0165, 0.2792, 0.5613, 0.4022, 0.4231, 0.4105, 0.4472, -0.7257, -0.4298, 0.6522, -0.2617, -0.7285, -0.5649, -0.4899, -0.4469, 0.4607, 0.3924, 0.4164, 0.4275, 0.4115, 0.3420, 0.3676]}

Entry 2:
{"formula": "C11H13NS", "method": "ωB97M-V/def2-TZVPD", "e_lumo_ev": 0.3151, "smiles": "C=C(C#N)c1ccccc1.CCS", "relative_energy_kcal_mol": 35.68, "elements": ["C", "C", "C", "C", "C", "C", "C", "C", "C", "C", "C", "N", "S", "H", "H", "H", "H", "H", "H", "H", "H", "H", "H", "H", "H", "H"], "xyz": [[-0.4586, 1.9605, -1.5948], [-4.1318, -0.7337, 0.3399], [-3.6574, 0.2480, 1.2086], [-3.2422, -1.1111, -0.6989], [-2.4769, 0.8949, 1.0296], [-2.0294, -0.5033, -0.8766], [-1.6030, 0.5428, -0.0488], [3.0210, -1.5719, 0.4675], [0.5634, 1.3861, 0.6206], [4.0164, -0.9176, -0.4979], [-0.4053, 1.3888, -0.3053], [-0.6378, 2.4135, -2.6310], [3.6370, 0.8758, -0.8819], [-5.0563, -1.1084, 0.4704], [-4.2146, 0.5630, 2.1075], [-3.3307, -1.9568, -1.3105], [-2.2870, 1.7256, 1.6306], [-1.3386, -0.8426, -1.6004], [2.1907, -1.9581, -0.0463], [3.6114, -2.2812, 0.9831], [2.7122, -0.8507, 1.1524], [1.4923, 1.9659, 0.5060], [0.3323, 0.9292, 1.5450], [4.2155, 1.3370, 0.1985], [3.9979, -1.5590, -1.5210], [5.0795, -0.8369, -0.2464]], "mulliken_charge": [0.0927, -0.7405, -0.2963, -0.4145, -0.4111, -0.4236, 0.4287, -0.8934, -0.9493, -0.4746, 0.2996, -0.4588, -0.2330, 0.5257, 0.3051, 0.3643, 0.4544, 0.4521, 0.2766, 0.3638, 0.2152, 0.3563, 0.3980, 0.1171, 0.2811, 0.3645]}

Entry 3:
{"formula": "C20H47Cl24INO3PTa", "method": "ωB97M-V/def2-TZVPD", "e_lumo_ev": 1.5945, "charge": -1, "elements": ["C", "C", "O", "C", "C", "O", "C", "Ta", "C", "C", "C", "N", "P", "O", "I", "H", "H", "H", "H", "H", "H", "H", "H", "H", "H", "H", "H", "H", "H", "H", "H", "H", "H", "H", "H", "H", "H", "H", "C", "Cl", "Cl", "H", "H", "C", "Cl", "Cl", "H", "H", "C", "Cl", "Cl", "H", "H", "C", "Cl", "Cl", "H", "H", "C", "Cl", "Cl", "H", "H", "C", "Cl", "Cl", "H", "H", "C", "Cl", "Cl", "H", "H", "C", "Cl", "Cl", "H", "H", "C", "Cl", "Cl", "H", "H", "C", "Cl", "Cl", "H", "H", "C", "Cl", "Cl", "H", "H", "C", "Cl", "Cl", "H", "H"], "xyz": [[-3.0129, 1.2102, 1.0858], [-1.8928, 0.9303, 0.0642], [-2.3485, -0.0248, -0.8829], [-1.6412, 0.0406, -2.1076], [-0.1410, -0.2431, -2.0528], [0.0800, -1.5952, -1.7533], [1.4747, -1.9856, -1.8564], [2.2839, -3.1056, -0.0007], [4.4214, -2.8622, -0.6533], [2.2063, -1.3824, 1.4503], [3.5237, -0.7016, 1.8718], [3.3703, 0.7708, 2.0293], [-0.2189, -3.6592, 0.6645], [-0.8609, -2.1723, 1.1307], [-0.1471, -4.8052, 2.8592], [-3.0173, 2.2752, 1.3536], [-2.8634, 0.6364, 2.0145], [-3.9946, 0.9331, 0.6799], [-1.6139, 1.8589, -0.4603], [-0.9843, 0.5542, 0.5722], [-2.1135, -0.7007, -2.7690], [-1.7860, 1.0459, -2.5411], [0.2911, 0.0082, -3.0438], [0.3693, 0.4012, -1.3098], [1.5541, -2.6711, -2.7252], [2.1105, -1.1039, -2.0818], [2.1402, -4.6995, -0.9677], [2.7838, -4.2481, 1.3797], [4.5678, -1.7965, -0.9259], [4.7015, -3.5103, -1.4959], [5.0917, -3.0458, 0.2142], [1.6805, -1.7357, 2.3620], [1.5335, -0.6110, 1.0169], [3.8633, -1.1482, 2.8258], [4.3363, -0.8484, 1.1495], [3.1874, 0.9942, 2.9996], [4.2472, 1.2214, 1.7981], [-1.4833, -1.8939, 0.4647], [-4.7488, 3.1245, -3.0201], [-3.0631, 3.5871, -2.7364], [-4.9405, 1.6217, -3.9217], [-5.2410, 3.0170, -2.0606], [-5.2001, 3.9111, -3.6109], [-5.7532, 4.1455, 2.9458], [-4.3969, 3.3371, 3.7368], [-5.3232, 4.7662, 1.3446], [-6.5541, 3.4254, 2.8285], [-6.0667, 4.9799, 3.5618], [-3.2955, 5.5743, -5.9060], [-2.6660, 6.8209, -6.9896], [-4.9585, 5.9120, -5.3984], [-3.2876, 4.6262, -6.4301], [-2.6735, 5.5354, -5.0204], [-4.6113, -2.4818, -2.3048], [-4.0753, -2.9153, -0.6955], [-6.3587, -2.7238, -2.5097], [-4.3907, -1.4327, -2.4702], [-4.1005, -3.1123, -3.0234], [-8.7008, 1.2803, -4.8399], [-7.8180, 1.1639, -6.3667], [-8.4803, 2.8455, -4.0514], [-9.7562, 1.1526, -5.0485], [-8.3340, 0.5128, -4.1717], [-4.8179, 4.3848, 7.3264], [-6.3781, 3.5626, 7.1987], [-4.9872, 6.0612, 7.8677], [-4.2090, 3.8513, 8.0461], [-4.3546, 4.3841, 6.3470], [8.1465, -3.8016, -0.4118], [7.8453, -2.7512, 0.9716], [7.9522, -2.9461, -1.9484], [9.1652, -4.1651, -0.3512], [7.4347, -4.6190, -0.3879], [8.0860, 0.9766, -1.5413], [6.6952, 1.7338, -0.7560], [9.5475, 1.0610, -0.5396], [7.8551, -0.0660, -1.7267], [8.2868, 1.4975, -2.4685], [-0.7549, -1.5806, 4.5967], [-2.0583, -0.6623, 5.3715], [0.7373, -1.5256, 5.5499], [-1.0685, -2.6114, 4.4976], [-0.5542, -1.1525, 3.6205], [9.6929, 2.4328, -5.7798], [10.1998, 1.8022, -4.2078], [7.9480, 2.2955, -6.0201], [9.9646, 3.4803, -5.8293], [10.1926, 1.8618, -6.5531], [2.5299, 0.8565, 7.6787], [1.8955, 2.5046, 7.8175], [4.2426, 0.8352, 7.2413], [2.4174, 0.3701, 8.6399], [1.9694, 0.3392, 6.9096], [-2.1150, -7.8160, 0.6574], [-2.2006, -9.5739, 0.4039], [-1.8923, -6.9225, -0.8416], [-3.0445, -7.4981, 1.1137], [-1.2737, -7.6027, 1.3069]], "mulliken_charge": [-1.1218, 0.2834, -0.1622, -0.3154, -0.5425, -0.2297, -1.1234, 1.0327, -1.2768, -0.4461, -0.1964, -0.6575, 0.0435, -0.0118, -0.2801, 0.2839, 0.2238, 0.2391, 0.4099, -0.2285, 0.2607, 0.0053, 0.4253, 0.3814, 0.2553, 0.4500, -0.1101, -0.0735, 0.3680, 0.3158, 0.2174, -0.0889, 0.0661, 0.3041, 0.0728, 0.2021, 0.2115, 0.0177, 0.0199, -0.1893, -0.1420, 0.2777, 0.0419, -0.2999, -0.1488, -0.1407, 0.2833, 0.3064, -0.1741, -0.1732, -0.1746, 0.2899, 0.2133, 0.2454, -0.1196, -0.2106, -0.2525, 0.3202, -0.2082, -0.1438, -0.1400, 0.3167, 0.1799, -0.0232, -0.1489, -0.1652, 0.2947, 0.0401, -0.3128, -0.1359, -0.1552, 0.3244, 0.2752, 0.3996, -0.1631, -0.1734, -0.0532, -0.0193, 0.4885, -0.2135, -0.1959, 0.0141, -0.2469, -0.2582, -0.1255, -0.1480, 0.2644, 0.2714, 0.2638, -0.1667, -0.1622, 0.2844, -0.1906, -0.1097, -0.2019, -0.1314, 0.2650, 0.1329]}

Entry 4:
{"formula": "C6H12N4", "method": "ωB97M-V/def2-TZVPD", "e_lumo_ev": 0.7461, "smiles": "CC(C)(C)n1ncnc1N", "relative_energy_kcal_mol": 40.28, "elements": ["C", "C", "C", "C", "C", "C", "N", "N", "N", "N", "H", "H", "H", "H", "H", "H", "H", "H", "H", "H", "H", "H"], "xyz": [[2.8504, -0.0745, -0.2215], [1.2791, -0.6865, -1.4646], [-1.7005, -0.6877, -0.0055], [-0.9538, 1.7352, 0.2511], [-0.4664, 0.0122, 2.1228], [-0.6165, 0.2557, 0.5857], [2.5189, -0.7182, -1.3652], [1.8850, 0.3364, 0.5554], [0.7211, 0.0016, -0.0115], [0.3823, -1.1637, -2.3884], [3.8824, 0.2127, 0.1488], [-1.4664, -1.7309, 0.3142], [-2.7805, -0.4960, 0.1018], [-1.5680, -0.6969, -1.0970], [-1.5518, 2.2092, 1.0395], [-0.1016, 2.3027, 0.0858], [-1.6477, 1.6873, -0.6624], [-1.0068, 0.5990, 2.8105], [-0.4640, -1.1422, 2.3624], [0.5323, 0.3382, 2.4505], [-0.5665, -0.7813, -2.3095], [0.8390, -1.5122, -3.3026]], "mulliken_charge": [-0.1768, 0.3729, -1.5329, -1.4704, -1.4463, 1.5318, -0.5859, -0.8732, 0.6115, -0.3588, 0.3423, 0.3433, 0.3463, 0.2709, 0.3164, 0.4068, 0.2970, 0.3950, 0.2356, 0.4557, 0.2437, 0.2753]}

Entry 5:
{"formula": "C6H7B", "method": "ωB97M-V/def2-TZVPD", "e_lumo_ev": [-1.8799, -1.6931], "relative_energy_kcal_mol": 94.41, "elements": ["B", "C", "C", "C", "C", "C", "C", "H", "H", "H", "H", "H", "H", "H"], "xyz": [[0.7833, -0.3568, 0.2135], [4.3124, 0.6644, 0.2281], [3.2380, 0.0110, 0.2096], [2.2508, -0.8456, 0.3040], [-0.6262, 0.1425, -0.0379], [-1.1153, 1.4032, -0.6633], [-1.7050, -0.9103, 0.3360], [2.3706, -1.8522, 0.4172], [-0.1951, 2.0358, -0.8140], [-1.8013, 1.8454, 0.1663], [-1.6898, 1.2189, -1.5035], [-2.5198, -0.3672, 0.9196], [-1.1018, -1.7799, 0.8043], [-2.2008, -1.2093, -0.5799]], "mulliken_charge": [0.2462, -0.5905, 0.0925, -0.1482, 0.3899, -1.0891, -1.0618, 0.3728, 0.2713, 0.2942, 0.3439, 0.3065, 0.2402, 0.3321]}